[1]
{"formula": "C28H24Cl4CrN5O11SSb", "method": "ωB97M-V/def2-TZVPD", "symbols": ["Sb", "Cr", "Cl", "Cl", "Cl", "Cl", "S", "O", "O", "O", "O", "O", "O", "O", "O", "O", "O", "O", "N", "N", "N", "N", "N", "C", "C", "C", "C", "C", "C", "C", "C", "C", "C", "C", "C", "C", "C", "C", "C", "C", "C", "C", "C", "C", "C", "C", "C", "C", "C", "C", "C", "H", "H", "H", "H", "H", "H", "H", "H", "H", "H", "H", "H", "H", "H", "H", "H", "H", "H", "H", "H", "H", "H", "H", "H"], "xyz": [[-1.4896, 1.6867, 0.2216], [0.3172, -0.1801, 0.2096], [-3.3500, -3.5081, 0.6128], [-3.7564, -4.3300, 3.6432], [0.0568, -0.7038, 5.0287], [-2.0533, -2.9180, 5.8678], [9.0394, 0.3902, -2.3930], [-1.2281, -1.4064, 0.2881], [0.1196, 0.0106, -1.7337], [0.1264, -0.2688, 2.0659], [5.6855, -3.7347, -3.3168], [3.7662, -3.7717, 1.1287], [1.9397, -2.6864, 1.4562], [10.1661, -0.5142, -2.3772], [9.3781, 1.8057, -2.4072], [4.7119, -2.6261, -4.8893], [0.0784, -0.5460, -3.9050], [7.9609, 0.0136, -3.2858], [6.9812, 0.4891, -0.6677], [2.1370, 0.7246, 0.3128], [4.8215, -3.0055, -3.7442], [9.0853, 0.0597, 0.3324], [2.7861, -3.1824, 0.7382], [2.6447, -1.9251, -3.2890], [3.8008, -3.0798, -1.5044], [-1.4657, -1.8373, 1.5180], [4.1318, 0.7581, 1.6341], [3.7171, -2.6557, -2.8142], [1.5590, -2.2508, -1.1767], [4.9292, 0.7027, 0.4976], [-3.0939, 0.9758, -0.9926], [7.1372, 0.3260, 1.6851], [-1.8350, -2.5034, 4.2052], [8.2960, 0.2687, -0.7313], [-4.4074, 1.7267, -0.7919], [-2.4150, 1.7626, 2.1582], [6.4072, 0.5128, 0.5267], [2.9154, 0.8138, -0.7835], [-0.8974, -1.5311, 3.8490], [-1.2743, 3.9045, -1.8651], [2.7031, -2.8543, -0.6962], [-3.2022, 3.0357, 2.4679], [0.4765, -0.7027, -2.7770], [2.7571, 0.7639, 1.5071], [4.2884, 0.7936, -0.7360], [-1.5084, 3.7514, -0.3592], [-0.7090, -1.2130, 2.5189], [8.4957, 0.0998, 1.5183], [-2.5930, -3.1293, 3.2158], [1.5670, -1.7065, -2.4486], [-2.4169, -2.7855, 1.8729], [6.6897, 0.3400, 2.6707], [-5.1683, 1.3469, -1.4770], [-0.7437, 4.2711, 0.2203], [-2.0722, 3.4307, -2.4422], [-2.4819, 4.1449, -0.0591], [4.8869, 0.8166, -1.6389], [-2.7416, 1.0331, -2.0228], [2.3919, 0.8845, -1.7254], [-4.7866, 1.5987, 0.2234], [-1.6052, 1.6168, 2.8724], [-4.3025, 2.7984, -0.9803], [2.1166, 0.7467, 2.3773], [-2.5572, 3.9168, 2.4556], [-3.1832, -0.0802, -0.7423], [-3.0499, 0.8761, 2.2113], [2.6582, -1.5309, -4.2960], [-0.3317, 3.4495, -2.1762], [-1.2433, 4.9593, -2.1479], [9.1370, -0.0595, 2.3794], [-3.6485, 2.9690, 3.4623], [4.6860, -3.5696, -1.1244], [-4.0095, 3.2046, 1.7530], [0.6154, -2.3249, -0.6316], [4.5596, 0.7636, 2.6278]], "forces_ev_per_a": [[-0.259, 0.258, 0.164], [-1.340, -0.204, -0.247], [0.015, 0.008, 0.046], [0.021, 0.029, -0.004], [-0.055, -0.039, -0.024], [0.017, 0.013, -0.053], [0.042, 0.102, -0.141], [0.150, -0.241, 0.220], [0.096, -0.168, 0.196], [0.179, -0.135, -0.306], [0.145, 0.115, 0.085], [-0.080, -0.405, -0.017], [-0.428, -0.193, 0.082], [-0.004, -0.031, 0.101], [-0.023, -0.066, 0.016], [0.095, 0.153, 0.081], [-0.041, 0.056, -0.025], [-0.024, -0.009, 0.083], [0.331, -0.077, -0.073], [0.774, 0.281, 0.196], [-0.327, -0.323, -0.144], [-0.176, 0.077, -0.196], [0.527, 0.715, -0.028], [0.000, 0.061, -0.248], [0.201, -0.132, 0.228], [0.047, 0.223, -0.387], [0.011, 0.036, 0.064], [0.068, 0.117, 0.053], [-0.044, -0.482, 0.154], [0.025, -0.034, -0.008], [0.049, 0.103, 0.050], [-0.034, 0.010, 0.240], [-0.032, -0.008, -0.004], [-0.175, 0.058, 0.230], [0.073, -0.059, -0.049], [-0.008, 0.141, -0.104], [-0.079, 0.039, -0.117], [-0.141, 0.075, 0.006], [0.077, 0.030, 0.177], [-0.030, 0.034, 0.101], [-0.013, -0.207, -0.275], [0.063, -0.098, 0.000], [0.019, -0.086, 0.047], [0.004, -0.081, -0.087], [0.106, 0.035, -0.058], [0.132, -0.116, -0.110], [0.107, 0.102, -0.101], [0.051, -0.016, -0.100], [0.047, 0.072, -0.039], [-0.143, 0.282, 0.149], [-0.068, -0.102, 0.003], [0.052, -0.012, -0.051], [-0.017, 0.022, 0.021], [-0.028, 0.007, -0.024], [0.052, 0.012, 0.032], [0.065, 0.024, -0.024], [-0.041, -0.007, 0.023], [0.000, -0.031, -0.019], [-0.013, -0.068, -0.026], [-0.010, 0.013, -0.011], [-0.005, -0.028, 0.041], [-0.010, -0.029, 0.002], [-0.023, -0.068, -0.010], [-0.028, -0.022, -0.003], [-0.005, -0.043, -0.027], [-0.016, -0.026, 0.026], [-0.035, -0.001, 0.013], [-0.033, 0.007, 0.014], [-0.008, -0.037, 0.001], [-0.004, -0.015, 0.011], [-0.012, 0.030, -0.006], [-0.012, 0.014, -0.055], [0.021, 0.005, 0.023], [0.192, 0.372, 0.257], [-0.030, -0.034, -0.038]], "charge": -1, "homo_energy_ha": [-0.2098, -0.2098], "lumo_ev": [0.171, 0.274], "multiplicity": 2, "orbital_gap_ev": [5.88, 5.98], "s_squared": 0.77, "fmax_ha_per_bohr": 0.027}



[2]
{"formula": "C2H2Cl2P2", "method": "ωB97M-V/def2-TZVPD", "symbols": ["Cl", "Cl", "P", "P", "C", "C", "H", "H"], "xyz": [[-1.3339, -1.6302, -0.8485], [-1.5042, 1.5995, 1.0002], [0.9785, -1.6511, 1.0746], [0.9038, 1.5113, -1.0198], [-0.2782, 1.0427, 0.0432], [-0.1711, -0.9362, 0.1439], [0.7069, 2.8406, -0.7603], [0.6982, -2.7765, 0.3667]], "forces_ev_per_a": [[-0.457, -0.201, -0.529], [-0.525, 0.700, 0.422], [0.720, 0.967, 0.390], [-0.057, -0.703, 0.404], [1.065, -5.217, -0.244], [-0.473, 4.825, -0.234], [-0.184, 1.404, -0.119], [-0.088, -1.776, -0.089]], "charge": 0, "homo_energy_ha": -0.3412, "lumo_ev": -0.227, "orbital_gap_ev": 9.06, "fmax_ha_per_bohr": 0.104}



[3]
{"formula": "C5H7NO", "method": "ωB97M-V/def2-TZVPD", "symbols": ["O", "N", "C", "C", "C", "C", "C", "H", "H", "H", "H", "H", "H", "H"], "xyz": [[-0.1042, 1.8563, 1.4179], [-1.7330, -0.1379, -1.0177], [0.7910, 0.7835, 1.3359], [0.3993, -0.1048, 0.4268], [1.0190, -1.3808, -0.0230], [-1.1278, 1.7579, 0.5665], [-0.7551, 0.5692, -0.2473], [-1.3057, -0.7881, -1.6688], [1.6832, 0.8785, 1.9368], [-0.0598, 1.2346, -0.7884], [1.0292, -1.5042, -1.1150], [-2.3157, 0.5059, -1.5466], [0.4326, -2.2055, 0.3909], [2.0473, -1.4645, 0.3320]], "forces_ev_per_a": [[-0.146, 0.108, 0.050], [0.098, -0.037, -0.038], [0.090, -0.278, 0.130], [0.007, 0.072, 0.063], [0.056, -0.139, 0.117], [0.390, -0.232, -0.005], [-0.256, -0.161, 0.387], [-0.030, 0.131, 0.066], [-0.170, -0.107, 0.073], [-0.114, 0.719, -1.235], [-0.062, 0.197, 0.256], [0.090, -0.105, 0.221], [0.131, -0.089, -0.095], [-0.084, -0.079, 0.010]], "charge": 0, "homo_energy_ha": -0.3188, "lumo_ev": 0.619, "orbital_gap_ev": 9.30, "fmax_ha_per_bohr": 0.028}



[4]
{"formula": "C4H8O2", "method": "ωB97M-V/def2-TZVPD", "symbols": ["O", "O", "C", "C", "C", "C", "H", "H", "H", "H", "H", "H", "H", "H"], "xyz": [[1.0916, 0.4888, -1.8121], [0.6521, 0.6159, 1.1517], [0.1605, -0.2919, -1.1148], [-1.4867, -0.5653, 0.7521], [-0.3935, 0.3093, 0.1682], [1.8812, 0.5589, 0.7365], [-1.8670, -0.1802, 1.7011], [1.9143, 0.3945, -1.2928], [-1.1298, -1.5895, 0.8999], [2.4109, 1.2404, 1.4269], [-0.7691, 1.3205, -0.0107], [-0.7005, -0.4181, -1.7771], [-2.3204, -0.5951, 0.0392], [0.5564, -1.2882, -0.8682]], "forces_ev_per_a": [[0.130, -0.012, -0.090], [0.391, 0.299, -0.204], [-0.257, -0.236, 0.064], [0.090, -0.032, 0.041], [-0.189, 0.066, -0.191], [-0.301, 0.251, 0.039], [0.121, -0.004, -0.107], [-0.210, 0.194, -0.001], [-0.038, 0.118, 0.028], [0.214, -0.449, 0.551], [-0.140, -0.147, -0.213], [0.039, -0.133, 0.035], [0.172, 0.002, 0.175], [-0.023, 0.083, -0.129]], "charge": 0, "homo_energy_ha": -0.3178, "lumo_ev": 0.553, "orbital_gap_ev": 9.20, "fmax_ha_per_bohr": 0.014}